C21H26F18N3O6 | ωB97M-V with the def2-TZVPD basis set

The geometry in XYZ format:
```
74
Properties=species:S:1:pos:R:3:mulliken_charge:R:1
N -1.795 4.583 1.233 -0.040
C -0.942 5.250 1.969 0.042
N -0.783 6.611 1.772 -0.329
C 0.537 6.940 2.364 -0.828
C 1.061 5.572 2.882 0.537
C 1.853 5.575 4.186 -1.134
C 2.904 4.462 4.326 -1.064
C 2.462 3.231 5.118 0.915
F 1.464 3.559 5.966 -0.318
F 3.488 2.835 5.889 -0.315
C 1.975 1.951 4.335 0.550
F 0.627 1.973 4.315 -0.288
F 2.356 0.853 4.990 -0.290
C 2.394 1.752 2.850 0.435
F 1.858 2.725 2.091 -0.229
F 1.835 0.602 2.461 -0.276
C 3.942 1.661 2.568 0.684
F 4.290 2.618 1.693 -0.253
F 4.254 0.479 2.042 -0.189
F 4.640 1.837 3.693 -0.248
N -0.133 4.702 2.958 -0.155
H -1.866 4.771 0.243 0.201
H -2.351 3.846 1.649 0.164
H -1.534 7.003 2.342 0.324
H 1.218 7.321 1.607 0.295
H 0.460 7.681 3.160 0.427
H 1.742 5.197 2.115 0.181
H 2.384 6.527 4.238 0.434
H 1.159 5.578 5.029 0.486
H 3.742 4.872 4.888 0.587
H 3.302 4.203 3.346 0.293
H -0.612 4.796 3.856 0.378
C 3.020 -2.495 1.318 -0.861
C 1.729 -2.635 0.546 -0.192
O 1.838 -3.612 -0.512 -0.329
C 1.715 -4.879 -0.144 0.101
O 1.525 -5.303 0.956 -0.510
C 1.807 -5.789 -1.390 1.140
F 2.825 -5.440 -2.184 -0.271
F 0.677 -5.695 -2.111 -0.260
F 1.981 -7.052 -1.021 -0.255
H 3.845 -2.259 0.646 0.304
H 2.923 -1.697 2.051 0.121
H 3.267 -3.417 1.843 0.358
H 1.476 -1.707 0.036 0.266
H 0.897 -2.901 1.197 0.353
C -7.418 3.163 -2.969 -1.108
C -6.906 1.891 -2.336 -0.201
O -5.722 2.142 -1.526 -0.315
C -5.935 2.624 -0.322 0.173
O -6.966 2.892 0.214 -0.486
C -4.581 2.781 0.409 1.131
F -3.643 3.377 -0.363 -0.297
F -4.090 1.599 0.782 -0.253
F -4.705 3.537 1.506 -0.262
H -6.633 3.642 -3.554 0.306
H -8.252 2.931 -3.629 0.380
H -7.762 3.868 -2.214 0.322
H -6.574 1.179 -3.087 0.316
H -7.661 1.408 -1.718 0.333
C 0.889 -8.101 -3.955 -0.565
C 1.574 -7.387 -5.096 -0.233
O 1.486 -8.138 -6.328 -0.323
C 0.346 -8.031 -6.989 0.341
O -0.611 -7.381 -6.689 -0.512
C 0.421 -8.860 -8.294 0.876
F 0.931 -10.074 -8.073 -0.244
F 1.204 -8.230 -9.181 -0.254
F -0.788 -8.999 -8.825 -0.236
H 1.293 -9.106 -3.833 0.339
H 1.029 -7.541 -3.038 -0.146
H -0.183 -8.193 -4.133 0.302
H 2.641 -7.286 -4.909 0.346
H 1.163 -6.391 -5.254 0.326
```

Results
HOMO = -12.143 eV
Lowest unoccupied orbital energy = -4.55 eV
Spin multiplicity = 1
Charge = +1
Gap between HOMO and LUMO = 7.590 eV
E = -3228.911558 Eh
Strongest force on any atom = 1.287 eV Å⁻¹